A cluster of 12 separate species, C25H48BN6O35 in total at a distorted geometry, computed with ωB97M-V/def2-TZVPD.

Each line ends with the Löwdin charge.
Atoms and positions in Å:
1 O -8.07 -7.37 16.58  0.13
2 C -7.06 -7.32 17.23  -0.39
3 O -6.07 -6.44 17.13  0.24
4 B -4.99 -6.83 18.04  -0.94
5 O -5.40 -8.08 18.69  0.22
6 C -6.57 -8.43 18.16  -0.38
7 O -7.14 -9.48 18.29  0.13
8 O -4.71 -5.76 19.02  0.19
9 C -3.49 -5.27 18.77  -0.34
10 O -2.95 -4.38 19.36  0.15
11 C -2.90 -6.08 17.59  -0.35
12 O -3.78 -7.01 17.23  0.22
13 O -1.82 -5.97 17.07  0.14
14 C 0.14 -3.14 17.14  0.03
15 N 1.47 -3.62 16.70  -0.45
16 O 2.37 -2.80 16.75  0.05
17 O 1.59 -4.76 16.31  0.06
18 H -0.13 -2.35 16.44  0.10
19 H 0.11 -2.79 18.16  0.09
20 H -0.53 -3.98 17.00  0.07
21 C -3.97 -7.96 14.26  0.06
22 N -3.92 -9.27 14.96  -0.42
23 O -2.85 -9.82 15.00  0.09
24 O -4.92 -9.70 15.53  0.05
25 H -4.64 -7.28 14.78  0.09
26 H -4.41 -8.12 13.28  0.10
27 H -2.95 -7.63 14.11  0.10
28 C -7.86 -11.36 16.02  0.05
29 N -9.09 -10.59 15.60  -0.42
30 O -10.02 -10.58 16.38  0.06
31 O -9.13 -10.16 14.47  0.06
32 H -7.52 -12.07 15.26  0.10
33 H -8.17 -11.87 16.92  0.06
34 H -7.15 -10.56 16.18  0.06
35 C -8.63 -11.54 19.93  0.03
36 N -9.42 -10.35 20.36  -0.43
37 O -10.57 -10.28 20.00  0.08
38 O -8.87 -9.58 21.13  0.07
39 H -9.03 -11.86 18.98  0.08
40 H -8.92 -12.28 20.69  0.11
41 H -7.58 -11.28 19.96  0.07
42 C -4.93 -11.99 18.08  0.06
43 N -5.85 -13.08 17.70  -0.44
44 O -6.84 -13.27 18.37  0.05
45 O -5.61 -13.61 16.62  0.06
46 H -5.34 -11.08 17.65  0.07
47 H -3.98 -12.28 17.64  0.10
48 H -4.92 -11.98 19.17  0.10
49 C -10.16 -6.53 14.29  0.05
50 N -10.62 -6.40 12.88  -0.44
51 O -10.95 -7.44 12.31  0.04
52 O -10.72 -5.32 12.33  0.05
53 H -10.17 -7.60 14.50  0.08
54 H -10.86 -6.04 14.97  0.09
55 H -9.19 -6.06 14.23  0.10
56 C -10.18 -7.71 18.29  -0.06
57 O -10.40 -7.19 19.58  0.03
58 C -9.49 -6.47 20.21  -0.60
59 O -9.80 -5.89 21.22  0.13
60 O -8.30 -6.45 19.59  -0.04
61 C -7.13 -6.22 20.35  0.00
62 H -9.30 -8.35 18.25  0.07
63 H -10.15 -6.97 17.49  0.08
64 H -11.00 -8.38 18.04  0.10
65 H -6.65 -5.32 19.93  0.07
66 H -6.39 -7.00 20.17  0.09
67 H -7.32 -6.11 21.41  0.11
68 C 2.79 -0.78 22.23  -0.07
69 O 1.86 -1.75 21.82  -0.01
70 C 0.64 -1.70 22.34  -0.60
71 O 0.25 -0.95 23.22  0.12
72 O -0.04 -2.67 21.77  0.01
73 C -1.39 -2.88 22.15  -0.03
74 H 3.18 -0.81 23.25  0.10
75 H 2.46 0.25 22.07  0.10
76 H 3.63 -0.95 21.55  0.08
77 H -2.02 -2.09 21.73  0.10
78 H -1.58 -2.80 23.21  0.10
79 H -1.73 -3.83 21.75  0.08
80 C -12.56 -2.11 17.64  -0.06
81 O -11.25 -2.39 18.09  0.00
82 C -10.57 -3.37 17.48  -0.60
83 O -10.91 -3.91 16.46  0.12
84 O -9.48 -3.56 18.22  0.03
85 C -8.52 -4.45 17.64  -0.02
86 H -12.97 -1.38 18.35  0.09
87 H -13.23 -2.97 17.66  0.10
88 H -12.53 -1.65 16.65  0.10
89 H -8.97 -5.45 17.71  0.06
90 H -7.59 -4.43 18.19  0.09
91 H -8.36 -4.23 16.59  0.11
92 C -5.36 -3.29 21.62  -0.01
93 O -4.73 -3.41 22.89  0.01
94 C -5.34 -3.08 24.02  -0.61
95 O -4.81 -3.12 25.10  0.13
96 O -6.64 -2.84 23.81  -0.02
97 C -7.40 -2.39 24.91  -0.05
98 H -4.61 -3.47 20.85  0.08
99 H -5.87 -2.33 21.53  0.10
100 H -6.16 -4.03 21.52  0.08
101 H -7.58 -3.21 25.61  0.10
102 H -8.40 -2.11 24.58  0.09
103 H -6.94 -1.59 25.48  0.10
104 C 4.26 -3.67 21.37  -0.06
105 O 3.37 -4.74 21.14  0.00
106 C 2.36 -4.64 20.23  -0.56
107 O 1.98 -3.67 19.61  0.12
108 O 1.80 -5.83 20.24  0.01
109 C 0.59 -6.11 19.52  0.00
110 H 3.94 -2.77 20.84  0.07
111 H 5.28 -3.97 21.12  0.09
112 H 4.28 -3.41 22.43  0.09
113 H 0.67 -5.77 18.49  0.07
114 H -0.21 -5.56 20.03  0.09
115 H 0.34 -7.16 19.59  0.10

The total charge is -1. The highest occupied orbital energy is -8.600 eV. The max |F| comes out at 2.39 eV/A. Its molecular weight is 1003.5 u. For the HOMO-LUMO gap, the calculation gives 10.23 eV.

A structure of composition C25H48BrMoNO2P2 at a distorted geometry, computed with ωB97M-V/def2-TZVPD.

Each line ends with the Löwdin spin population.
Atoms and positions in Å:
1 Mo 0.31 0.29 0.18  1.67
2 C 2.31 0.02 0.30  0.05
3 O 3.46 -0.19 0.44  0.10
4 C -1.66 0.36 0.55  0.05
5 O -2.82 0.44 0.77  0.11
6 P 0.25 2.34 -1.21  -0.02
7 C -0.21 2.19 -3.00  0.00
8 H -0.32 3.23 -3.36  0.00
9 C -1.13 3.45 -0.59  0.02
10 H -1.97 2.75 -0.50  0.00
11 C 1.83 3.32 -1.40  0.00
12 H 2.43 2.66 -2.05  0.00
13 C 1.43 -3.28 0.98  0.00
14 P -0.07 -2.33 0.40  -0.06
15 H -0.70 -4.01 -1.19  0.00
16 H 2.19 -3.03 0.22  0.00
17 C -1.45 -3.36 1.15  0.00
18 H -1.21 -4.37 0.76  0.00
19 C -0.84 4.03 0.79  0.00
20 H -1.69 4.67 1.09  0.00
21 H 0.07 4.64 0.81  0.00
22 H -0.75 3.25 1.56  0.00
23 C -1.58 4.57 -1.54  0.00
24 H -0.77 5.29 -1.75  0.00
25 H -2.38 5.13 -1.04  0.00
26 H -1.97 4.20 -2.49  0.00
27 C 1.68 4.66 -2.13  -0.01
28 H 1.15 4.59 -3.09  0.00
29 H 2.68 5.05 -2.35  0.00
30 H 1.18 5.41 -1.48  0.00
31 C 2.62 3.50 -0.11  0.00
32 H 3.52 4.09 -0.32  0.00
33 H 2.95 2.54 0.30  0.00
34 H 2.03 4.05 0.65  0.00
35 C 0.92 1.54 -3.83  0.00
36 H 1.72 2.25 -4.08  0.00
37 H 0.49 1.18 -4.78  0.00
38 H 1.38 0.67 -3.33  0.00
39 C -1.56 1.49 -3.20  0.00
40 H -1.46 0.40 -3.15  0.00
41 H -1.94 1.75 -4.20  0.00
42 H -2.31 1.80 -2.47  0.00
43 C 1.24 -4.81 0.99  -0.01
44 H 0.87 -5.20 0.03  0.00
45 H 0.56 -5.12 1.79  0.00
46 H 2.21 -5.27 1.18  0.00
47 C 1.96 -2.80 2.34  0.00
48 H 1.18 -2.78 3.11  0.00
49 C -1.36 -2.20 -2.10  0.01
50 H 2.41 -1.80 2.26  0.00
51 H 2.76 -3.49 2.67  0.00
52 C 1.04 -3.09 -2.09  0.00
53 H -1.82 -1.40 -1.49  0.00
54 H -0.95 -1.72 -3.00  0.00
55 H -2.18 -2.86 -2.43  0.00
56 C -0.29 -3.00 -1.34  -0.01
57 H 0.85 -3.07 -3.17  0.00
58 H 1.54 -4.04 -1.87  0.00
59 H 1.71 -2.26 -1.85  0.00
60 C -2.85 -3.01 0.65  0.00
61 H -3.03 -1.93 0.66  0.00
62 H -3.58 -3.48 1.32  0.00
63 H -3.04 -3.39 -0.36  0.00
64 C -1.43 -3.44 2.68  0.00
65 H -1.82 -2.52 3.14  0.00
66 H -0.44 -3.64 3.10  0.00
67 H -2.09 -4.26 3.00  0.00
68 H 0.20 -0.75 -1.13  0.01
69 H 0.38 0.06 -1.49  0.01
70 Br -0.16 -1.50 5.73  0.01
71 C 0.23 0.00 4.60  0.01
72 C 0.87 1.14 5.09  0.02
73 C 1.29 2.10 4.17  0.00
74 C 1.13 1.86 2.81  0.02
75 N 0.47 0.78 2.35  0.00
76 C -0.10 -0.07 3.24  -0.01
77 H 1.04 1.24 6.15  0.00
78 H 1.77 3.02 4.47  0.00
79 H 1.53 2.55 2.07  0.00
80 H -0.75 -0.86 2.85  0.00

Its multiplicity is 3. The total charge is +4. The highest occupied orbital energy (spin up / spin down) is -20.683 / -20.636 eV. The max |F| comes out at 10.26 eV/A. Its molecular weight is 632.5 u. For the HOMO-LUMO gap (spin up / spin down), the calculation gives 3.70 / 3.94 eV.

- Which value of molecular weight does entry 1 give?
  1003.5 u

- total charge of number 2 (C25H48BrMoNO2P2)?
  +4

- Which of these has the lowest total charge?
  C25H48BN6O35

- Which formula does entry 1 have?
  C25H48BN6O35